#P
{
  "formula": "CH3I2P",
  "method": "ωB97M-V/def2-TZVPD",
  "e_lumo_ev": [-1.61, -2.38],
  "homo_lumo_gap_ev": [7.59, 6.22],
  "mol_weight_g_mol": 299.82,
  "symbols": ["C", "P", "I", "I", "H", "H", "H"],
  "xyz": [[0.8487, -0.6213, -0.2836], [-0.5269, 0.6610, -0.0488], [0.7647, -1.6730, -3.0768], [0.9913, -2.2302, 0.9743], [1.6948, -0.2594, -0.8160], [-1.5580, -0.2186, 0.2051], [-0.7401, 0.5294, -1.4485]],
  "lowdin_charge": [-1.167, 0.710, 0.053, 0.776, -0.110, -0.130, -0.133]
}

***

#Q
{
  "formula": "CH3I2P",
  "method": "ωB97M-V/def2-TZVPD",
  "e_lumo_ev": -0.42,
  "smiles": "C=PI.I",
  "homo_lumo_gap_ev": 9.15,
  "mol_weight_g_mol": 299.82,
  "symbols": ["C", "P", "I", "H", "H", "I", "H"],
  "xyz": [[0.7973, -0.1924, -0.8688], [0.6230, 1.3735, -0.3863], [-1.1065, 2.6422, -1.6873], [1.5893, -0.5769, -0.1005], [0.4702, -0.8999, -1.5428], [-1.4746, -1.3553, 3.0300], [-0.8986, -0.9912, 1.5557]],
  "lowdin_charge": [-0.502, 0.375, 0.164, 0.020, -0.037, 0.369, -0.389]
}

***

Most stable: #Q (next structure +1.559 eV)

***

#P
{
  "formula": "CH5N2S",
  "method": "ωB97M-V/def2-TZVPD",
  "e_lumo_ev": [-4.07, -7.55],
  "charge": 1,
  "spin_multiplicity": 3,
  "homo_lumo_gap_ev": [6.71, 9.16],
  "mol_weight_g_mol": 77.13,
  "symbols": ["C", "N", "N", "S", "H", "H", "H", "H", "H"],
  "xyz": [[0.0939, -0.1379, 0.3621], [-0.4620, -0.0758, 1.5264], [-0.4085, 0.0645, -0.7870], [0.2805, -0.1385, -2.3962], [1.6170, -0.1760, 0.4721], [-0.0021, 0.4636, 2.2703], [-1.4044, 0.1999, 1.4410], [-1.4091, -0.0498, -0.7724], [1.6946, -0.1500, -2.1162]],
  "lowdin_spin": [0.091, 0.068, 0.344, 1.387, 0.027, 0.006, 0.004, 0.003, 0.070]
}

***

#Q
{
  "formula": "CH5N2S",
  "method": "ωB97M-V/def2-TZVPD",
  "e_lumo_ev": [-6.29, -8.92],
  "charge": 1,
  "spin_multiplicity": 3,
  "homo_lumo_gap_ev": [5.96, 6.52],
  "mol_weight_g_mol": 77.13,
  "symbols": ["C", "N", "N", "S", "H", "H", "H", "H", "H"],
  "xyz": [[-0.6223, 0.7416, -0.5892], [0.2856, 1.0951, -1.5363], [0.1504, -0.5879, 1.0686], [-0.9693, -0.3131, -1.8285], [-1.0715, 1.0410, 0.3448], [1.2165, 0.6479, -1.3948], [1.1963, -0.5957, 1.1507], [-0.0146, -1.6238, 0.7781], [-0.1711, -0.4051, 2.0066]],
  "lowdin_spin": [0.643, 0.272, 0.183, 0.833, 0.005, 0.050, 0.006, 0.002, 0.005]
}

***

Most stable: #P (next structure +0.218 eV)

***

#P
{
  "formula": "C4H14N",
  "method": "ωB97M-V/def2-TZVPD",
  "e_lumo_ev": -3.75,
  "charge": 1,
  "homo_lumo_gap_ev": 11.79,
  "mol_weight_g_mol": 76.16,
  "symbols": ["C", "C", "N", "H", "H", "H", "H", "H", "H", "H", "H", "C", "C", "H", "H", "H", "H", "H", "H"],
  "xyz": [[0.2364, -1.1176, -0.7137], [1.7838, -1.0675, -0.9110], [-0.0472, -1.6227, 0.7370], [-0.2628, -0.1282, -0.7569], [-0.1659, -1.8384, -1.4211], [2.3734, -1.9125, -0.6396], [2.1685, -0.2217, -0.3596], [0.1195, -0.8432, 1.3942], [-1.0955, -1.8892, 0.7267], [0.4926, -2.4712, 0.8813], [1.9663, -0.8381, -1.9547], [-0.3567, 2.1573, -0.0507], [-1.5903, 1.6932, 0.7667], [-0.1994, 3.1954, 0.1715], [0.4487, 1.6054, 0.4328], [-0.3436, 2.0101, -1.1090], [-1.5784, 0.6242, 0.9322], [-2.5157, 1.9505, 0.2496], [-1.6782, 2.2066, 1.7142]],
  "lowdin_charge": [-0.150, -0.053, 0.173, 0.084, 0.125, 0.074, 0.073, 0.160, 0.204, 0.156, 0.092, -0.146, -0.142, 0.071, 0.048, 0.063, 0.020, 0.076, 0.074]
}

***

#Q
{
  "formula": "C4H14N",
  "method": "ωB97M-V/def2-TZVPD",
  "e_lumo_ev": -3.79,
  "charge": 1,
  "homo_lumo_gap_ev": 11.30,
  "mol_weight_g_mol": 76.16,
  "symbols": ["C", "N", "H", "H", "H", "H", "H", "H", "C", "C", "C", "H", "H", "H", "H", "H", "H", "H", "H"],
  "xyz": [[-0.1556, -1.0207, -2.5336], [0.5536, -1.2444, -1.1909], [-0.8217, -1.8551, -2.6262], [0.6425, -0.9889, -3.3299], [-0.5923, 0.0419, -2.4379], [-0.1185, -1.4895, -0.4223], [1.1278, -2.0423, -1.1461], [1.1052, -0.3884, -0.9245], [1.1487, 0.7577, 1.3035], [-0.3690, 1.2017, 0.8452], [-1.4578, 0.6326, 1.8082], [1.1774, -0.3314, 1.6171], [1.9559, 0.8824, 0.4980], [1.5354, 1.4283, 2.1022], [-0.2881, 2.2989, 0.7667], [-0.3989, 0.7982, -0.2066], [-2.4648, 0.9970, 1.4333], [-1.0604, 0.7962, 2.8482], [-1.5195, -0.4742, 1.5958]],
  "lowdin_charge": [0.014, 0.119, 0.090, 0.121, 0.127, 0.171, 0.138, 0.134, -0.133, -0.293, -0.108, 0.072, 0.071, 0.076, 0.101, 0.047, 0.093, 0.096, 0.064]
}

***

#R
{
  "formula": "C4H14N",
  "method": "ωB97M-V/def2-TZVPD",
  "e_lumo_ev": -3.86,
  "charge": 1,
  "homo_lumo_gap_ev": 10.28,
  "mol_weight_g_mol": 76.16,
  "symbols": ["C", "C", "N", "H", "H", "H", "H", "H", "H", "H", "H", "C", "C", "H", "H", "H", "H", "H", "H"],
  "xyz": [[0.9951, 0.3691, -1.3136], [1.8986, -0.4243, -0.4064], [1.6485, 1.7294, -1.5925], [0.8819, -0.1007, -2.2847], [0.0175, 0.5822, -0.8903], [1.9398, -1.4919, -0.6190], [1.5275, -0.4595, 0.6132], [2.6674, 1.6582, -1.5196], [1.4160, 2.0708, -2.5238], [1.3446, 2.3833, -0.8716], [2.9239, -0.0719, -0.3201], [-2.2544, -0.1555, 1.0450], [-1.9912, -1.4233, 1.8340], [-1.3588, 0.3466, 0.6875], [-3.0327, -0.2929, 0.2941], [-2.6358, 0.6546, 1.6628], [-2.5533, -2.2824, 1.4509], [-2.4734, -1.3635, 2.8110], [-0.9614, -1.7283, 1.9431]],
  "lowdin_charge": [-0.157, -0.064, 0.194, 0.130, 0.102, 0.097, 0.082, 0.163, 0.172, 0.173, 0.084, -0.165, -0.159, 0.021, 0.073, 0.065, 0.069, 0.069, 0.051]
}

***

Most stable: #P (next structure +0.089 eV)

***

#P
{
  "formula": "C6H18O2",
  "method": "ωB97M-V/def2-TZVPD",
  "e_lumo_ev": 0.66,
  "smiles": "CCC(C)CC.O.O",
  "homo_lumo_gap_ev": 10.96,
  "mol_weight_g_mol": 122.21,
  "symbols": ["C", "C", "C", "C", "C", "C", "H", "H", "H", "H", "H", "H", "H", "H", "H", "H", "H", "H", "H", "H", "O", "H", "H", "O", "H", "H"],
  "xyz": [[1.8834, -0.5777, 1.8670], [1.1429, 0.4167, 0.9846], [-0.3006, 0.0999, 0.5290], [-1.1517, -0.7799, 1.4370], [-0.9545, 1.4230, 0.1014], [-2.1361, 1.1836, -0.8375], [1.3248, -1.4273, 2.2845], [2.6166, -1.1686, 1.3067], [2.3115, -0.1680, 2.7848], [1.7678, 0.3635, 0.0806], [1.2689, 1.4380, 1.3471], [-0.2461, -0.5649, -0.3475], [-0.5626, -1.5771, 1.9009], [-1.8748, -1.4227, 0.9270], [-1.6543, -0.1859, 2.2069], [-1.3540, 1.8441, 1.0369], [-0.1978, 2.1357, -0.2189], [-3.0359, 0.9644, -0.2594], [-2.4193, 2.0637, -1.4229], [-1.9509, 0.3606, -1.5280], [0.5836, -1.9970, -2.2897], [0.3985, -2.8974, -2.5281], [1.0633, -1.6905, -3.0494], [1.5455, 0.6101, -2.2209], [0.7962, 0.0673, -1.9658], [1.1356, 1.4862, -2.1261]],
  "lowdin_charge": [-0.111, -0.215, -0.400, -0.070, -0.240, -0.100, 0.050, 0.073, 0.069, 0.087, 0.107, 0.096, 0.057, 0.078, 0.084, 0.112, 0.095, 0.072, 0.068, 0.070, -0.034, 0.039, 0.032, -0.056, -0.015, 0.051]
}

***

#Q
{
  "formula": "C6H18O2",
  "method": "ωB97M-V/def2-TZVPD",
  "e_lumo_ev": 0.62,
  "smiles": "CCCC(C)C.O.O",
  "homo_lumo_gap_ev": 11.41,
  "mol_weight_g_mol": 122.21,
  "symbols": ["C", "C", "C", "C", "C", "C", "H", "H", "H", "H", "H", "H", "H", "H", "H", "H", "H", "H", "H", "H", "O", "H", "H", "O", "H", "H"],
  "xyz": [[1.6825, -1.0217, -1.6674], [1.7679, -0.2978, -0.2674], [0.8332, -0.9666, 0.7125], [-0.3255, -0.0878, 1.1851], [-1.3590, -0.9574, 1.9707], [0.0710, 1.1457, 2.0024], [2.4395, -0.7998, -2.4407], [1.3993, -2.0828, -1.5665], [0.8339, -0.4973, -2.1188], [1.4359, 0.7490, -0.5521], [2.7698, -0.2743, 0.1561], [1.4440, -1.3278, 1.5905], [0.5177, -2.0124, 0.3651], [-0.8496, 0.2686, 0.2754], [-1.2152, -2.0516, 1.9795], [-2.2133, -1.0014, 1.3406], [-1.7134, -0.5199, 2.8845], [0.0409, 2.0649, 1.4160], [-0.3096, 1.1416, 3.0301], [1.1593, 1.3597, 1.9997], [-2.1923, -0.5783, -1.7691], [-1.8574, -0.5809, -0.8163], [-2.6667, -1.3976, -1.9525], [-0.7761, 3.5912, -2.6844], [-0.3263, 2.9381, -3.2538], [-0.5908, 3.1966, -1.8193]],
  "lowdin_charge": [-0.103, -0.252, -0.235, -0.416, -0.063, -0.069, 0.069, 0.066, 0.051, 0.115, 0.095, 0.129, 0.123, 0.099, 0.085, 0.043, 0.064, 0.068, 0.078, 0.078, -0.081, 0.025, 0.036, -0.068, 0.042, 0.023]
}

***

Most stable: #P (next structure +1.040 eV)